A molecular structure, C52H41Br2N7O9SV at a distorted geometry, computed with the ωB97M-V functional and the def2-TZVPD basis.

```
113
Properties=species:S:1:pos:R:3:forces:R:3:lowdin_charge:R:1
C 2.061700 -1.426300 2.109200 -1.016 -0.593 -0.967 -0.508
S -1.964000 0.320800 2.111800 0.247 0.230 -0.183 0.714
C -3.556000 -3.204000 6.681900 -0.427 -0.185 0.239 -0.499
C -1.777700 -2.304100 5.121300 -0.318 -0.112 0.203 -0.052
H 4.739300 -4.565300 1.049200 0.076 0.053 0.122 0.105
H -1.672900 5.789200 1.129400 -0.086 0.082 -0.011 0.096
H -0.659700 -0.069400 -2.667400 0.016 0.085 0.079 0.128
C 1.069100 5.930000 -3.888600 0.095 0.017 -0.266 -0.152
H -0.989400 -2.881700 5.596400 0.038 -0.011 0.024 0.099
O -2.197500 -1.172700 -0.547000 0.342 -0.714 -0.276 -0.148
H -3.838300 -2.975100 -1.829500 -0.010 0.114 0.052 0.098
C 3.357700 1.940900 -3.433500 0.135 -0.036 -0.157 -0.098
H 2.083900 -1.806100 -1.173400 0.068 -0.036 -0.191 0.085
O 0.217700 -1.948600 -0.129900 0.511 0.217 0.968 -0.050
H 1.945700 2.937300 -0.554800 -0.047 0.038 0.008 0.096
C -0.816400 2.482100 -0.630900 0.235 0.590 0.862 -0.157
H 5.479400 -2.016700 -0.102500 0.058 0.044 0.094 0.084
N 1.665300 -5.369700 -2.020900 -0.424 0.111 -0.268 0.172
N -0.509200 1.234800 -1.075000 -2.026 1.127 -2.204 -0.011
C 2.299300 2.246300 -1.310300 0.187 0.359 0.015 -0.100
O 0.508500 1.832300 1.109200 1.431 0.621 2.586 -0.204
C -3.116000 -2.410600 5.543500 0.178 0.293 -0.386 -0.179
C -3.737900 -0.874100 3.776800 -0.009 -0.057 0.095 -0.129
H -2.020700 1.464400 -4.052900 0.063 -0.067 -0.024 0.098
O 1.517700 -2.572200 1.945000 0.616 0.520 0.703 -0.024
H 2.463900 -1.968800 -2.898500 -0.073 -0.042 0.028 0.128
H -2.584100 6.453100 -5.020100 -0.105 0.014 0.028 0.096
C -4.083100 -1.684200 4.822900 0.063 -0.317 0.344 -0.036
N 4.086700 -1.945100 -1.628100 0.103 -0.056 0.080 -0.238
C -2.391200 -0.739800 3.374500 0.042 0.179 -0.335 -0.721
H 3.816000 -1.732500 0.423900 -0.030 -0.020 0.018 0.063
H 4.741900 -0.403900 -0.305300 -0.003 0.061 0.074 0.098
C 3.258000 -4.985100 -0.454600 0.203 -0.462 -0.554 -0.193
H -0.757600 6.545300 -6.677000 -0.007 0.023 -0.093 0.086
O 5.866800 1.753700 2.265800 0.186 -0.918 1.331 0.082
C 5.093400 -1.709300 -2.638600 0.032 -0.090 0.157 -0.116
O -2.581100 -3.684500 7.519900 -0.064 -0.103 0.035 0.071
C -2.373200 -4.519300 -2.020100 0.111 -0.123 -0.002 -0.679
C -0.923400 0.918700 -2.296800 0.022 -0.119 0.111 -0.100
Br -3.591100 -5.680500 -2.904300 -0.069 -0.021 -0.041 0.700
Br 2.177800 6.335400 -6.494500 0.043 -0.037 -0.027 0.632
H 5.370200 -0.648300 -2.738300 0.016 -0.049 -0.071 0.080
H 6.457200 -5.907300 -0.131200 0.060 -0.013 0.067 0.090
H -1.710600 -3.380000 7.231100 -0.242 0.051 -0.058 0.074
C 3.494100 -2.127400 4.072300 -0.110 0.407 -0.479 0.016
C 5.424600 -0.824600 4.666700 0.212 0.651 -0.533 0.010
C 4.513700 -5.073400 0.124100 -0.014 0.063 0.117 -0.032
H -4.238100 -1.287200 -0.221100 0.014 -0.013 0.049 0.100
H 3.822200 0.542300 1.993800 -0.037 -0.080 0.002 0.138
C -0.544400 6.346800 -5.637000 0.178 -0.010 -0.141 -0.168
C 4.582600 -1.891000 4.899500 -0.079 -0.102 0.088 -0.062
C 5.172900 -6.469700 -1.747900 0.139 -0.115 -0.181 -0.120
C -1.300200 6.017000 -3.355400 0.561 0.081 0.040 -0.335
H -0.747600 -5.913700 -2.146500 -0.020 0.000 -0.003 0.101
C -0.667900 3.921900 1.319900 0.475 -0.997 -0.231 -0.003
C -3.492000 -0.659400 -0.715400 -0.384 0.251 -0.121 -0.104
H 0.289900 5.672600 -1.930200 -0.007 -0.065 0.049 0.107
C -1.521000 3.457400 -1.367600 -0.109 -0.053 -0.133 -0.073
C 3.181300 0.580000 -3.284000 -0.003 -0.030 -0.088 -0.083
C -0.602200 -2.846200 -0.717500 -0.496 -0.475 -0.376 -0.156
H 1.975000 -3.801800 0.763900 -0.019 -0.051 -0.135 0.114
C 1.189700 -4.600500 -1.067200 0.430 -0.266 -0.227 -0.255
H 3.816800 2.334700 -4.330500 -0.014 0.072 -0.055 0.094
N -2.345800 5.798000 -1.272600 -0.348 0.534 1.563 -0.001
C -1.932200 -2.424900 -0.972200 0.247 0.259 0.131 -0.192
H 3.715900 -6.851300 -3.284000 -0.051 -0.062 -0.071 0.102
C -1.090900 -4.950300 -1.803100 -0.159 -0.006 0.030 -0.091
H 4.741200 -2.080700 -3.600600 0.004 0.022 -0.082 0.083
C -1.756700 4.731500 -0.719200 0.315 -0.285 0.048 -0.274
H 2.096500 5.814800 -3.574800 0.067 -0.008 -0.009 0.084
C -1.410000 4.859200 0.647600 -0.253 0.170 -0.374 -0.044
N -2.331400 6.166400 -2.492600 -1.097 0.311 -1.396 -0.021
C 2.961400 -5.625400 -1.683500 0.273 0.242 0.701 -0.233
H -4.494200 -0.310800 3.246100 0.025 0.018 -0.026 0.090
O -4.715100 -3.449500 6.947700 0.547 -0.006 0.080 0.062
C -1.428900 -1.499000 4.069000 0.149 -0.088 0.035 -0.121
C 0.050800 5.838700 -2.970700 -0.220 -0.125 0.166 -0.025
C -0.184100 -4.111600 -1.141800 -0.483 0.641 0.159 -0.058
C -2.820000 -3.266000 -1.625100 0.003 0.120 0.067 -0.056
C 2.069400 0.879300 -1.151600 0.508 -0.524 0.002 -0.124
V 0.617900 0.339400 0.233500 -1.403 -2.324 -2.386 0.876
O 1.695400 -0.430600 1.446100 3.099 -1.767 3.540 -0.099
C -1.561100 6.283000 -4.717700 -0.009 -0.191 0.130 -0.056
C 4.039000 -0.150700 2.796800 0.346 0.244 -0.017 0.088
C -1.990800 3.058200 -2.626400 0.273 -0.087 0.310 0.015
H 4.772800 -2.548300 5.736500 0.040 -0.034 0.001 0.105
H 3.483400 -0.088800 -4.080400 0.075 -0.026 -0.069 0.098
N 2.105000 -4.354000 -0.083100 -0.163 0.110 -0.029 0.201
C 5.461200 -5.823500 -0.542700 0.127 0.042 0.153 -0.113
C 4.553200 -1.487200 -0.336800 -0.022 -0.100 -0.229 -0.086
H 5.942500 -7.060100 -2.227000 0.082 0.020 -0.025 0.088
O 7.012600 1.286800 4.059300 -1.055 -0.313 -0.753 0.045
H -5.114500 -1.785800 5.132500 -0.048 0.027 0.013 0.110
H -3.738700 -0.557400 -1.776400 -0.005 -0.042 -0.073 0.095
C 2.968100 2.775100 -2.402200 -0.057 0.113 0.045 -0.091
C 5.167900 0.036000 3.587400 -1.532 -1.947 0.650 -0.146
H 2.851400 -2.977800 4.235500 -0.119 -0.089 -0.025 0.121
H 6.289900 -0.625300 5.277800 0.046 -0.073 0.089 0.113
H 0.669500 -2.303500 0.747600 -0.436 0.219 -0.568 0.079
C -0.292000 2.736700 0.666500 -1.904 2.466 -1.221 -0.409
H -0.354400 4.084400 2.339700 0.073 0.002 0.115 0.111
H -0.396900 -1.428600 3.751200 -0.006 -0.014 -0.015 0.084
C 3.934000 -6.372500 -2.341400 -0.104 0.044 0.074 -0.029
H -3.480700 0.320100 -0.243000 -0.034 -0.072 0.007 0.060
H 5.987400 -2.270400 -2.360800 0.090 -0.035 -0.040 0.077
H -2.588400 3.724300 -3.232400 0.049 0.069 -0.005 0.108
C 2.626000 0.036600 -2.125500 0.088 0.027 -0.238 -0.227
C 3.211700 -1.243600 3.024000 0.371 -0.148 0.684 -0.095
C -1.675400 1.786300 -3.080200 -0.199 0.072 -0.163 -0.047
C 2.746500 -1.465000 -1.968000 -0.192 0.066 0.058 -0.159
H 3.154000 3.838400 -2.466900 -0.048 0.103 0.007 0.086
N 6.059200 1.083100 3.288400 1.920 2.459 -0.785 -0.333
C 0.766900 6.174400 -5.218700 0.189 0.054 -0.109 -0.716
```
Forces are in eV/Å.

maximum force: 5.03 eV Å⁻¹
2S+1: 4
⟨S²⟩: 3.862
orbital gap (alpha / beta): 3.181 / 4.256 eV
net charge: -2
highest occupied orbital energy (alpha / beta): -1.0 / -2.1 eV

---

2 unconnected molecules or ions with the total composition C5H11P at a distorted geometry, computed with the ωB97M-V functional and the def2-TZVPD basis.

```
17
Properties=species:S:1:pos:R:3:forces:R:3:lowdin_charge:R:1
H -0.736111 -0.594615 -3.211938 0.364 -0.517 1.287 0.038
P 0.653353 0.528789 -1.409822 1.081 -1.010 -0.023 0.785
H 2.059537 0.351752 0.751141 -0.690 0.034 -0.842 0.003
H -1.564834 2.965508 0.372988 -0.186 1.209 -0.377 0.003
H 2.983976 -0.708672 -0.165193 -0.792 0.419 -1.580 0.021
C -1.214560 -0.028749 2.344785 -1.362 -1.043 -1.320 -0.116
C 1.957114 -0.257336 -0.182133 -1.993 -2.213 2.150 -0.376
C -1.536574 2.285942 1.163243 0.641 -2.216 -0.455 0.078
H -2.144984 -0.587005 2.324043 -0.560 0.018 -0.372 0.081
H 0.565787 -1.785918 -2.623053 -0.631 1.194 0.063 0.041
C -0.159464 -0.969064 -2.316749 2.132 0.281 -0.455 -0.362
H -1.072537 0.028912 3.390545 0.994 0.814 0.933 0.073
H 1.504143 0.908666 -2.455068 0.268 0.108 -0.235 -0.115
H -0.563741 -0.674124 1.822911 1.336 -1.102 0.096 0.039
H 1.272322 -1.194787 0.196488 1.573 2.020 -0.647 0.046
C -1.306919 1.138563 1.505871 -0.921 2.339 1.609 -0.218
H -0.696509 -1.407863 -1.508059 -1.254 -0.336 0.166 -0.023
```
Forces are in eV/Å.

maximum force: 3.67 eV Å⁻¹
orbital gap: 9.720 eV
net charge: 0
highest occupied orbital energy: -8.8 eV
SMILES string: C#CC.CPC
relative energy (zero: lowest compared OMol25 entry of this formula, charge and spin): 3.205 eV

---

- Among the records above, which one has the highest net charge?
  C5H11P